This record from the Open Molecules 2025 dataset describes 2 unconnected molecules or ions with the total composition C4H11NO. The level of theory is the ωB97M-V functional and the def2-TZVPD basis.

Output
HOMO: -9.908 eV
SMILES: CC(N)=O.CC
2S+1: 1
Kohn-Sham gap: 10.8 eV
Energy: -289.0068 hartree

Geometry as XYZ:
```
17
Properties=species:S:1:pos:R:3:forces:R:3
C 0.6585 -0.2612 2.5500 -0.394 0.673 -0.010
C 1.4115 -0.1492 1.2463 -0.405 -0.256 -0.376
N 2.5708 -0.8615 1.1010 0.468 -0.107 -0.129
O 0.9943 0.5653 0.3527 0.485 0.122 0.430
H -0.2120 0.3756 2.4010 -0.189 -0.257 0.064
H 1.1903 0.1913 3.3843 0.380 -0.202 -0.010
H 0.3391 -1.2616 2.8264 0.140 -0.176 -0.100
H 3.0662 -0.7083 0.2364 -0.212 -0.002 -0.112
H 2.6941 -1.7862 1.4773 -0.141 0.177 0.417
C -1.0612 1.0313 -1.8227 0.200 -0.105 -0.762
C -2.1174 -0.0373 -2.0478 -0.518 -0.036 -0.143
H -1.2884 1.6384 -0.9539 0.194 0.048 0.133
H -0.0838 0.5669 -1.7320 -0.002 0.015 0.513
H -0.9269 1.6887 -2.6882 -0.434 0.050 0.021
H -3.0896 0.3582 -2.3593 0.108 0.193 0.093
H -1.8364 -0.7375 -2.8312 0.178 -0.104 -0.039
H -2.3091 -0.6130 -1.1403 0.142 -0.030 0.013
```
Positions in Å, forces in eV/Å.